24
Properties=species:S:1:pos:R:3:forces:R:3 method="wB97M-V/def2-TZVPD" e_lumo_ha=-0.1156 e_tot_ev=-15561.0290 spin_multiplicity=1 total_charge=0 smiles="C[C@H]1CCCO1.O=C1C=NN=C1" homo_ev=-9.37
H 1.921 -2.162 -0.078 -0.25 0.88 -0.11
H 0.574 1.510 -1.771 -0.27 -0.05 0.13
H 3.675 -0.662 1.827 -0.05 -0.12 0.02
H 2.236 0.318 2.312 0.44 -0.21 -0.11
H -4.522 1.505 1.366 -0.33 0.27 -0.26
C 3.039 0.179 1.563 -0.86 0.11 0.54
H 0.619 -1.201 0.700 0.47 0.13 -0.34
H 0.014 -1.135 -1.769 0.01 -0.13 -0.07
C -2.810 -0.523 -0.307 0.17 -6.22 -2.92
O -2.224 1.775 -0.493 -4.15 -3.61 1.39
H -0.377 0.785 -0.417 0.64 0.26 -0.29
H 3.639 1.084 1.580 0.11 0.10 -0.10
N -3.836 -1.289 0.050 4.85 0.35 -2.46
C -3.022 0.821 -0.132 5.04 6.35 -0.33
C 1.435 -1.155 -0.055 0.35 -0.82 0.11
C 2.387 0.011 0.217 1.43 -0.67 -0.35
C 0.592 0.790 -0.946 -0.56 -0.01 -0.83
C 0.902 -0.630 -1.394 -0.58 -0.27 0.61
H -1.946 -0.775 -0.895 0.05 -1.09 -0.03
N -4.670 -0.435 0.702 -1.45 2.90 2.39
H 3.200 -0.036 -0.556 -0.32 -0.25 0.47
O 1.630 1.150 -0.073 -0.14 0.94 0.50
H 1.678 -0.666 -2.148 0.13 -0.02 -0.22
C -4.135 0.740 0.716 -4.72 1.18 2.24